Entry 1:
Molecular formula: C54H42AlBrNO4P2S2
Method: DFT, ωB97M-V/def2-TZVPD

Values from the calculation:
- HOMO-LUMO gap: 5.61 eV
- HOMO energy: -9.168 eV
- E: -6734.16597 Ha
- Energy relative to the best compared isomer or geometry (same formula, charge and spin): 0.382 eV

```
! wB97M-V def2-TZVPD RIJCOSX def2/J DEFGRID3
* xyz 1 1
Al -1.409 -0.338 0.067
O -0.966 -0.653 -1.723
S 0.577 -0.689 -1.949
C 0.855 -2.348 -2.403
C 0.499 -2.854 -3.639
C 0.753 -4.188 -3.993
C 1.400 -4.983 -3.080
C 1.821 -6.429 -3.143
C 2.570 -6.685 -1.809
C 2.324 -5.442 -0.992
C 2.585 -5.130 0.311
C 2.146 -3.880 0.799
C 1.535 -2.912 0.022
P 0.748 -1.526 0.948
C 2.079 -0.315 1.199
C 3.057 -0.132 0.221
C 4.044 0.826 0.391
C 4.077 1.597 1.547
C 3.115 1.412 2.528
C 2.111 0.471 2.349
C 0.331 -2.242 2.548
C -0.914 -2.865 2.639
C -1.290 -3.508 3.809
C -0.436 -3.519 4.902
C 0.811 -2.911 4.813
C 1.204 -2.288 3.640
C 1.370 -3.184 -1.370
C 1.701 -4.475 -1.804
C 0.954 0.341 -3.327
C 1.814 -0.147 -4.286
C 2.314 0.635 -5.342
C 1.942 1.943 -5.391
C 2.317 3.024 -6.368
C 1.542 4.274 -5.891
C 0.869 3.838 -4.617
C 0.117 4.546 -3.726
C -0.391 3.854 -2.619
C -0.210 2.501 -2.371
P -1.131 2.027 -0.853
C -0.714 3.346 0.321
C -1.587 4.365 0.693
C -1.189 5.313 1.626
C 0.083 5.261 2.174
C 0.963 4.256 1.793
C 0.566 3.295 0.878
C -2.874 2.233 -1.347
C -3.876 2.356 -0.380
C -5.211 2.378 -0.744
C -5.567 2.255 -2.080
C -4.584 2.106 -3.045
C -3.244 2.095 -2.683
C 0.575 1.734 -3.297
C 1.098 2.467 -4.385
H 0.025 -2.200 -4.360
H 0.455 -4.553 -4.966
H 0.931 -7.057 -3.218
H 2.432 -6.643 -4.020
H 2.228 -7.586 -1.302
H 3.642 -6.804 -1.980
H 3.055 -5.829 0.989
H 2.249 -3.703 1.862
H 3.066 -0.753 -0.666
H 4.803 0.956 -0.369
H 4.864 2.326 1.688
H 3.147 1.990 3.443
H 1.384 0.312 3.136
H -1.607 -2.844 1.802
H -2.268 -3.964 3.884
H -0.756 -3.959 5.837
H 1.470 -2.914 5.671
H 2.185 -1.836 3.582
H 2.152 -1.168 -4.221
H 2.979 0.191 -6.071
H 3.396 3.189 -6.342
H 2.068 2.741 -7.391
H 2.198 5.127 -5.719
H 0.796 4.592 -6.621
H -0.089 5.600 -3.847
H -0.980 4.430 -1.914
H -2.573 4.435 0.252
H -1.875 6.097 1.917
H 0.391 6.005 2.897
H 1.959 4.218 2.212
H 1.260 2.511 0.591
H -3.640 2.443 0.674
H -5.971 2.484 0.018
H -6.610 2.269 -2.365
H -4.855 1.995 -4.086
H -2.492 1.967 -3.449
N -1.509 0.678 1.860
C -1.884 0.220 3.212
C -1.079 0.628 4.264
C -1.361 0.193 5.545
C -2.460 -0.624 5.773
C -3.309 -0.943 4.725
C -3.023 -0.530 3.431
S -2.723 -1.298 7.417
O -4.106 -1.725 7.402
O -2.400 -0.191 8.292
O -1.749 -2.386 7.436
H -0.614 1.164 1.956
H -2.146 1.441 1.630
H -0.248 1.307 4.091
H -0.749 0.490 6.386
H -4.189 -1.534 4.939
H -3.672 -0.805 2.613
Br -3.470 -1.253 -0.084
*
```

Mulliken population analysis, charges in e, atoms 1 to 2:
1. Al 0.569
2. O -0.293

***

Entry 2:
Molecular formula: C28H31N4NaO3PS
Method: DFT, ωB97M-V/def2-TZVPD

Values from the calculation:
- HOMO-LUMO gap: 8.60 eV
- HOMO energy: -11.195 eV
- E: -2432.13894 Ha

```
! wB97M-V def2-TZVPD RIJCOSX def2/J DEFGRID3
* xyz 1 1
Na -0.412 -0.215 0.228
C -3.552 2.901 0.393
C -2.799 4.052 0.220
C -1.504 3.942 -0.256
C -1.004 2.674 -0.550
N -1.729 1.570 -0.373
C -2.962 1.685 0.080
C 0.354 2.472 -1.086
C 1.086 3.485 -1.711
C 2.366 3.195 -2.151
C 2.884 1.923 -1.967
C 2.061 0.952 -1.389
N 0.840 1.245 -0.965
C 2.470 -0.452 -1.202
C 3.651 -0.969 -1.738
C 3.988 -2.285 -1.471
C 3.126 -3.056 -0.709
C 1.949 -2.471 -0.268
N 1.633 -1.209 -0.491
H -4.567 2.946 0.759
H -3.218 5.021 0.447
H -0.896 4.824 -0.384
H -3.514 0.759 0.183
H 0.668 4.467 -1.867
H 2.957 3.954 -2.643
H 3.897 1.707 -2.263
H 4.293 -0.364 -2.358
H 4.908 -2.701 -1.856
H 3.358 -4.080 -0.465
H 1.225 -3.040 0.297
S -3.491 -3.481 -1.612
C -2.387 -2.697 -0.539
N -1.711 -1.711 -1.011
C -2.026 -1.486 -2.324
C -1.480 -0.504 -3.145
C -1.915 -0.411 -4.448
C -2.888 -1.276 -4.952
C -3.440 -2.260 -4.159
C -3.002 -2.362 -2.848
H -2.290 -3.040 0.473
H -0.733 0.157 -2.739
H -1.499 0.343 -5.098
H -3.213 -1.172 -5.975
H -4.191 -2.936 -4.539
C 3.107 -0.988 5.065
C 1.600 -0.781 5.048
O 1.240 0.311 4.206
P 0.723 0.033 2.679
O 1.060 1.505 2.085
C 2.416 1.889 1.898
C 2.904 2.793 3.018
O -0.883 0.230 2.767
C -1.472 1.290 3.540
C -1.856 0.842 4.941
H 3.355 -1.852 5.676
H 3.607 -0.115 5.478
H 3.476 -1.157 4.055
H 1.238 -0.534 6.053
H 1.094 -1.692 4.710
H 2.455 2.425 0.944
H 3.047 0.995 1.822
H 2.280 3.681 3.080
H 3.928 3.099 2.822
H 2.857 2.269 3.968
H -2.364 1.598 2.989
H -0.781 2.132 3.593
H -2.462 -0.059 4.912
H -2.428 1.626 5.427
H -0.969 0.646 5.534
*
```

natural (NBO) population analysis, charges in e, atoms 1 to 2:
1. Na 0.838
2. C -0.245

***

Entry 3:
Molecular formula: C24H16F6N4O7PtS2
Method: DFT, ωB97M-V/def2-TZVPD

Values from the calculation:
- HOMO-LUMO gap: 4.81 eV
- HOMO energy: -13.365 eV
- E: -3184.15453 Ha
- Energy relative to the best compared isomer or geometry (same formula, charge and spin): 0.000 eV

```
! wB97M-V def2-TZVPD RIJCOSX def2/J DEFGRID3
* xyz 2 1
Pt 0.429 0.168 0.501
C -2.790 0.984 3.310
C -2.071 1.636 4.291
C -0.765 2.032 4.019
C -0.219 1.718 2.797
N -0.910 1.006 1.862
C -2.180 0.672 2.106
C 1.115 2.151 2.341
C 1.897 3.121 2.936
C 3.115 3.460 2.363
C 3.540 2.815 1.210
C 2.728 1.857 0.640
N 1.542 1.571 1.202
C 3.035 1.031 -0.538
C 4.136 1.178 -1.354
C 4.265 0.341 -2.454
C 3.296 -0.615 -2.699
C 2.217 -0.721 -1.840
N 2.099 0.085 -0.786
H -3.818 0.688 3.462
H -2.517 1.855 5.251
H -0.188 2.577 4.751
H -2.713 0.171 1.316
H 1.545 3.615 3.830
H 3.734 4.221 2.818
H 4.497 3.045 0.764
H 4.877 1.936 -1.147
H 5.115 0.445 -3.115
H 3.363 -1.282 -3.548
H 1.439 -1.453 -1.984
F -3.019 -3.023 -0.899
C -2.053 -3.665 -0.269
F -2.473 -4.823 0.184
F -1.008 -3.824 -1.069
S -1.531 -2.624 1.172
O -1.235 -1.294 0.537
O -2.596 -2.569 2.105
N -0.217 -3.314 1.709
S 1.083 -2.488 1.492
O 1.397 -2.283 0.096
O 1.097 -1.182 2.239
C 2.427 -3.605 2.110
F 3.560 -2.972 1.855
F 2.350 -4.724 1.433
F 2.287 -3.811 3.400
O -3.896 2.225 -2.460
C -3.339 1.193 -3.093
C -3.910 0.799 -4.308
C -3.428 -0.304 -4.966
C -2.350 -1.048 -4.458
C -1.752 -0.638 -3.292
C -2.227 0.490 -2.597
C -1.605 0.965 -1.377
O -2.060 1.711 -0.536
O -0.311 0.498 -1.256
H -3.449 2.363 -1.610
H -4.748 1.367 -4.686
H -3.896 -0.613 -5.892
H -1.997 -1.924 -4.983
H -0.916 -1.191 -2.887
*
```

natural (NBO) population analysis, charges in e, atoms 1 to 2:
1. Pt 1.648
2. C -0.195

***

Entry 4:
Molecular formula: C20H43FIN3O6P2
Method: DFT, ωB97M-V/def2-TZVPD

Values from the calculation:
- HOMO-LUMO gap: 6.92 eV
- HOMO energy: -8.472 eV
- SMILES string: C=CP(F)(I)(c1ccccc1)P(=O)(O)O.COC[C@@H](C)N.COC[C@@H](C)N.COC[C@@H](C)N
- E: -2483.38074 Ha

```
! wB97M-V def2-TZVPD RIJCOSX def2/J DEFGRID3
* xyz 0 1
C -6.005 2.558 3.016
C -5.145 1.707 2.150
P -5.159 -0.219 2.100
F -6.274 -1.169 1.080
I -6.680 -0.398 4.036
C -3.689 -1.076 3.050
C -2.963 -0.192 4.265
C -1.698 -0.900 5.051
C -1.201 -2.424 4.585
C -1.937 -3.286 3.399
C -3.200 -2.582 2.618
P -3.800 -0.130 0.361
O -3.718 -1.551 -0.397
O -4.278 1.034 -0.844
O -2.207 0.240 1.043
H -7.164 2.694 2.888
H -5.462 3.193 3.854
H -4.367 2.257 1.460
H -3.367 0.878 4.532
H -1.146 -0.291 5.906
H -0.286 -2.957 5.132
H -1.626 -4.370 3.042
H -3.772 -3.101 1.733
H -3.634 0.958 -1.634
H -1.779 0.997 0.542
C 1.982 -4.993 6.237
O 0.750 -5.558 5.815
C 0.751 -6.986 5.739
C 0.525 -7.697 7.094
C 1.756 -7.696 7.996
N -0.605 -7.108 7.828
H 2.844 -5.561 5.876
H 2.003 -4.914 7.326
H 2.043 -3.977 5.835
H -0.086 -7.246 5.080
H 1.659 -7.348 5.242
H 0.284 -8.744 6.879
H 1.929 -6.728 8.476
H 1.638 -8.431 8.801
H 2.656 -7.963 7.433
H -1.448 -7.203 7.261
H -0.451 -6.096 7.863
C 0.635 5.002 -3.987
O -0.597 4.437 -4.409
C -0.596 3.008 -4.485
C -0.822 2.298 -3.130
C 0.409 2.299 -2.228
N -1.953 2.887 -2.396
H 1.497 4.433 -4.348
H 0.656 5.080 -2.898
H 0.696 6.017 -4.390
H -1.433 2.749 -5.144
H 0.311 2.647 -4.982
H -1.063 1.250 -3.346
H 0.582 3.267 -1.748
H 0.291 1.564 -1.423
H 1.309 2.032 -2.792
H -2.795 2.791 -2.964
H -1.798 3.899 -2.361
C 5.439 5.653 -7.851
O 4.207 5.087 -8.273
C 4.208 3.659 -8.349
C 3.982 2.948 -6.994
C 5.213 2.950 -6.092
N 2.852 3.537 -6.260
H 6.301 5.084 -8.212
H 5.460 5.731 -6.762
H 5.500 6.668 -8.253
H 3.371 3.400 -9.008
H 5.116 3.297 -8.846
H 3.741 1.901 -7.209
H 5.386 3.917 -5.612
H 5.095 2.214 -5.287
H 6.113 2.683 -6.655
H 2.009 3.442 -6.827
H 3.006 4.550 -6.225
*
```

Mulliken population analysis, charges in e, atoms 1 to 2:
1. C -0.573
2. C -0.189

***

Entry 5:
Molecular formula: C33H46BN11O3PSr
Method: DFT, ωB97M-V/def2-TZVPD

Values from the calculation:
- HOMO-LUMO gap: 5.99 eV
- HOMO energy: -3.618 eV
- E: -2510.33242 Ha
- Energy relative to the best compared isomer or geometry (same formula, charge and spin): 0.426 eV

```
! wB97M-V def2-TZVPD RIJCOSX def2/J DEFGRID3
* xyz -1 1
Sr 10.322 10.681 11.998
C 13.616 12.036 8.703
C 12.852 12.072 10.047
O 11.633 11.802 10.008
C 13.780 12.333 11.073
C 13.595 12.328 12.551
C 14.731 13.010 13.345
N 12.589 11.686 13.107
N 12.547 11.749 14.527
C 11.326 11.492 14.922
O 10.282 11.185 14.227
C 11.184 11.532 16.491
C 10.032 10.970 17.068
C 9.944 10.814 18.453
C 10.936 11.177 19.298
C 12.134 11.733 18.745
C 12.238 11.912 17.366
H 14.431 12.735 8.587
H 13.007 12.121 7.835
H 14.033 11.002 8.673
H 14.756 12.603 10.839
H 15.532 13.483 12.762
H 15.286 12.313 14.050
H 14.160 13.776 13.906
H 9.259 10.651 16.459
H 8.987 10.490 18.827
H 10.881 11.173 20.354
H 12.944 12.080 19.338
H 13.168 12.381 17.007
C 10.692 7.114 8.668
C 10.970 8.367 9.209
N 10.338 8.552 10.353
N 9.605 7.442 10.584
C 9.798 6.568 9.618
B 8.844 7.305 11.951
N 9.920 7.617 13.096
C 11.197 7.228 13.168
C 11.612 7.335 14.480
C 10.458 7.777 15.172
N 9.481 7.990 14.361
N 7.762 8.399 12.006
C 6.490 8.123 12.297
C 5.766 9.298 12.137
C 6.706 10.183 11.609
N 7.915 9.638 11.558
H 10.982 6.683 7.698
H 11.567 9.133 8.733
H 9.293 5.610 9.747
H 8.299 6.247 12.076
H 11.712 6.983 12.243
H 12.566 7.084 14.913
H 10.334 8.068 16.199
H 6.228 7.170 12.775
H 4.731 9.466 12.196
H 6.596 11.234 11.273
O 8.992 12.611 11.507
P 8.574 14.008 11.186
N 7.371 14.481 12.172
C 6.935 13.638 13.270
C 6.323 14.669 14.207
C 5.686 15.630 13.275
C 6.656 15.732 12.124
N 9.886 14.993 11.282
C 11.140 14.744 11.973
C 12.155 15.612 11.243
C 11.378 16.611 10.302
C 9.997 16.361 10.877
N 8.004 14.370 9.683
C 8.958 14.254 8.507
C 8.356 13.254 7.550
C 6.811 13.433 7.725
C 6.672 13.834 9.261
H 7.777 13.089 13.659
H 6.188 12.857 12.970
H 7.117 15.183 14.669
H 5.722 14.236 14.979
H 5.517 16.569 13.746
H 4.713 15.312 12.856
H 7.321 16.603 12.176
H 6.202 15.929 11.129
H 11.301 13.714 11.932
H 11.046 15.061 13.070
H 12.847 14.981 10.647
H 12.781 16.172 11.954
H 11.376 16.599 9.197
H 11.688 17.604 10.580
H 9.203 16.621 10.194
H 9.777 17.039 11.746
H 9.917 13.980 8.834
H 9.075 15.238 8.070
H 8.726 12.302 7.913
H 8.632 13.408 6.513
H 6.180 12.603 7.500
H 6.428 14.282 7.065
H 6.370 12.974 9.917
H 5.969 14.674 9.362
*
```

Mulliken population analysis, charges in e, atoms 1 to 2:
1. Sr 1.706
2. C -1.890